# 1
This record from the OMol25 dataset describes 18 unconnected molecules or ions with the total composition C28H99N7O18 in a non-equilibrium geometry. The level of theory is wB97M-V/def2-TZVPD.

Results
gap between HOMO and LUMO: 8.36 eV
2S+1: 1
total charge: 0
electronic energy: -77923.325 eV

```
152
Properties=species:S:1:pos:R:3:mulliken_charge:R:1
C 0.481 2.397 5.319 -1.28
C -0.086 0.990 5.187 0.26
C -1.048 0.771 3.986 1.00
O -2.246 1.527 4.025 -0.59
C -3.169 1.191 2.966 -0.75
N 1.009 0.061 4.960 -0.36
H 1.262 2.537 6.067 0.48
H -0.326 3.099 5.528 0.32
H 0.947 2.726 4.390 0.12
H -0.477 0.627 6.137 0.30
H -1.248 -0.298 3.911 -0.05
H -0.473 0.975 3.083 -0.60
H -3.444 0.160 3.189 0.38
H -2.763 1.216 1.955 0.13
H -4.066 1.810 2.982 0.37
H 1.743 0.157 5.647 0.29
H 1.480 0.183 4.074 0.05
C -1.295 5.081 -4.087 -1.52
C -2.122 4.808 -2.900 0.35
C -2.515 3.271 -2.620 -1.07
O -1.358 2.385 -2.418 -0.11
C -1.824 1.107 -2.147 -1.11
N -1.476 5.536 -1.788 -0.56
H -0.341 4.554 -4.100 0.19
H -0.982 6.124 -4.119 0.47
H -1.913 4.909 -4.969 0.40
H -3.021 5.397 -3.083 0.40
H -3.040 2.886 -3.494 0.37
H -3.192 3.357 -1.770 0.42
H -1.008 0.407 -1.969 0.21
H -2.222 0.733 -3.091 0.41
H -2.557 1.111 -1.340 0.38
H -0.487 5.337 -1.837 0.21
H -1.450 6.530 -1.965 0.29
C 0.456 -2.456 1.892 1.23
C 0.712 -2.412 0.359 -0.25
C 0.379 -1.008 -0.194 -0.37
O 1.069 -0.019 0.511 1.13
C 0.900 1.272 -0.077 0.02
N 2.081 -2.775 0.147 -0.41
H -0.555 -2.103 2.094 0.01
H 1.121 -1.797 2.451 -0.42
H 0.548 -3.482 2.248 -1.32
H 0.160 -3.193 -0.164 0.57
H -0.668 -0.706 -0.181 0.64
H 0.655 -0.904 -1.243 -0.17
H 0.009 1.827 0.215 -0.17
H 1.012 1.258 -1.161 -0.65
H 1.686 1.870 0.385 0.48
H 2.710 -2.150 0.629 0.25
H 2.243 -2.703 -0.847 0.07
C -0.545 4.327 1.774 -0.62
C -1.353 4.934 2.881 0.87
C -1.537 6.502 2.765 -0.90
O -2.255 6.948 3.943 -0.31
C -2.714 8.324 3.851 -0.77
N -2.605 4.258 3.163 -0.74
H 0.366 4.912 1.644 0.45
H -0.976 4.280 0.774 0.15
H -0.230 3.314 2.022 -0.39
H -0.754 4.792 3.780 -0.13
H -2.031 6.817 1.846 0.48
H -0.552 6.962 2.681 0.37
H -1.880 9.024 3.898 0.29
H -3.477 8.547 4.597 0.26
H -3.192 8.514 2.889 0.32
H -2.384 3.386 3.622 0.44
H -3.027 4.796 3.907 0.36
C -0.414 -6.726 1.541 -0.63
C -1.992 -6.952 1.396 0.26
C -2.646 -6.942 2.765 -0.54
O -3.981 -7.464 2.613 -0.34
C -4.801 -7.206 3.702 -0.73
N -2.481 -5.886 0.585 -0.61
H 0.085 -7.467 2.167 0.47
H -0.256 -5.705 1.891 -0.37
H 0.019 -6.816 0.545 0.35
H -2.015 -7.930 0.914 0.30
H -2.669 -5.987 3.290 0.30
H -2.177 -7.733 3.349 0.37
H -4.944 -6.158 3.965 0.28
H -4.372 -7.658 4.596 0.30
H -5.782 -7.581 3.409 0.26
H -2.203 -5.032 1.046 0.05
H -3.488 -5.927 0.647 0.35
C 1.170 0.545 -6.590 -1.69
C 0.098 1.241 -5.863 0.58
C -1.250 0.644 -6.304 -0.68
O -1.404 0.597 -7.713 -0.39
C -2.736 0.064 -8.070 -0.77
N 0.225 1.087 -4.434 1.24
H 1.230 -0.529 -6.417 0.30
H 2.145 0.948 -6.318 0.30
H 1.120 0.696 -7.668 0.46
H 0.263 2.301 -6.051 0.40
H -2.087 1.164 -5.836 0.33
H -1.368 -0.328 -5.824 0.27
H -3.605 0.581 -7.663 0.31
H -2.873 -0.990 -7.825 0.31
H -2.848 0.207 -9.145 0.28
H 1.104 1.479 -4.129 -0.16
H -0.459 1.584 -3.881 -0.22
C 4.691 0.006 -0.927 -1.59
C 3.741 0.243 -2.133 2.74
C 3.684 1.748 -2.643 -0.91
O 2.964 1.860 -3.919 -0.42
C 2.942 3.254 -4.340 -0.87
N 4.083 -0.582 -3.212 -0.81
H 4.415 0.406 0.049 0.15
H 5.673 0.357 -1.246 0.46
H 4.702 -1.074 -0.780 0.33
H 2.776 -0.151 -1.816 -1.38
H 4.713 2.108 -2.678 0.62
H 3.165 2.362 -1.907 0.38
H 2.278 3.835 -3.701 0.23
H 2.374 3.261 -5.271 0.28
H 3.933 3.697 -4.435 0.34
H 3.495 -0.091 -3.870 0.05
H 4.967 -0.366 -3.652 0.32
O 4.051 -1.685 3.249 -0.46
H 4.956 -1.438 3.439 0.23
H 3.926 -2.512 3.714 0.15
O 3.703 3.204 2.562 -0.65
H 3.345 2.345 2.785 0.35
H 4.504 3.011 2.075 0.27
O 2.704 -5.915 -2.787 -0.65
H 2.742 -6.086 -3.728 0.27
H 2.730 -4.961 -2.716 0.39
O 0.454 -1.628 -3.876 -0.64
H 0.609 -0.720 -4.134 0.10
H -0.072 -1.994 -4.587 0.29
O 2.718 0.544 2.735 -0.61
H 3.375 -0.141 2.860 0.20
H 2.434 0.441 1.826 -0.11
O -0.434 -3.575 4.605 -0.54
H 0.444 -3.946 4.517 0.21
H -0.371 -2.985 5.356 0.24
O 2.279 -4.230 4.165 -0.63
H 3.168 -4.236 4.519 0.29
H 2.385 -4.474 3.245 0.32
O 2.680 -3.077 -2.861 -0.74
H 3.235 -2.331 -2.634 0.17
H 1.875 -2.684 -3.198 0.38
O -2.779 -2.515 3.473 -0.64
H -1.859 -2.777 3.517 0.17
H -3.088 -2.862 2.636 0.33
O -3.050 -2.718 0.377 -0.47
H -3.890 -2.314 0.594 0.27
H -2.896 -2.477 -0.537 0.21
O 2.852 -5.686 1.649 -0.70
H 3.118 -6.433 1.112 0.30
H 2.808 -4.953 1.035 0.27
```

=====

# 2
This record from the OMol25 dataset describes a molecular structure, C29H15CoF5N16SSe in a non-equilibrium geometry. The level of theory is wB97M-V/def2-TZVPD.

Results
expectation value of S²: 3.793
gap between HOMO and LUMO (alpha / beta): 5.06 / 5.39 eV
2S+1: 4
total charge: 0
electronic energy: -181551.014 eV

```
68
Properties=species:S:1:pos:R:3:mulliken_charge:R:1
Co 0.718 -0.152 -0.575 -0.57
S 2.547 2.484 6.069 0.09
N 1.530 1.288 5.655 -0.73
C 1.531 1.214 4.340 0.66
C 0.746 0.299 3.543 0.05
C -0.169 -0.601 4.049 -0.44
C -0.903 -1.393 3.163 -1.22
C -0.669 -1.285 1.801 -0.13
N 0.231 -0.457 1.276 0.62
C 0.926 0.374 2.131 0.00
C 1.765 1.317 1.527 -0.04
N 1.781 1.328 0.146 0.63
C 2.562 2.214 -0.462 -0.29
C 3.347 3.135 0.209 -1.30
C 3.325 3.158 1.613 -0.46
C 2.535 2.251 2.282 -0.13
C 2.401 2.177 3.720 0.82
N 3.024 2.947 4.588 -0.72
H -0.313 -0.662 5.119 0.54
H -1.638 -2.099 3.519 0.46
H -1.236 -1.899 1.113 0.52
H 2.546 2.196 -1.548 0.51
H 3.965 3.826 -0.347 0.45
H 3.905 3.878 2.176 0.53
N 4.362 -1.929 -1.936 -0.07
C 4.756 -2.278 -0.671 -0.83
C 3.785 -1.807 0.165 -0.58
N 2.809 -1.196 -0.563 0.41
C 3.177 -1.277 -1.824 -0.28
C 2.356 -0.667 -2.836 0.44
N 1.277 0.017 -2.489 0.67
C 0.690 0.438 -3.650 -0.63
C 1.435 0.022 -4.710 -0.90
N 2.496 -0.673 -4.181 -0.07
H 4.837 -2.194 -2.781 0.17
H 5.665 -2.822 -0.485 0.42
H 3.731 -1.864 1.239 0.47
H -0.223 1.003 -3.653 0.47
H 1.296 0.161 -5.767 0.41
H 3.191 -1.167 -4.710 0.18
N -0.432 4.647 -1.335 -0.67
N -0.767 3.411 -0.848 1.24
N -1.405 3.242 0.281 -1.14
C -1.519 1.922 0.317 -0.39
N -0.951 1.338 -0.748 0.48
N -0.487 2.318 -1.495 -0.55
H -0.335 5.298 -0.571 0.30
H 0.400 4.566 -1.899 0.30
H -2.015 1.397 1.114 0.60
F -8.671 -0.643 0.899 -0.28
C -7.496 -0.663 0.300 0.49
C -6.838 0.525 0.018 0.13
F -7.398 1.685 0.352 -0.29
C -5.606 0.491 -0.600 0.52
F -4.991 1.643 -0.838 -0.28
C -4.992 -0.712 -0.966 -0.48
Se -3.297 -0.736 -1.769 0.11
C -5.688 -1.890 -0.676 0.39
F -5.167 -3.060 -1.006 -0.27
C -6.917 -1.874 -0.048 0.21
F -7.554 -3.007 0.228 -0.28
N -0.121 -1.697 -1.125 0.13
C 0.048 -2.849 -1.069 0.88
C 0.236 -4.206 -1.025 -0.27
C 1.136 -4.774 -1.955 0.07
N 1.916 -5.184 -2.702 -0.59
C -0.357 -4.955 0.019 0.05
N -0.830 -5.540 0.893 -0.52
```

=====

Summary of energy relative to the best compared isomer or geometry (same formula, charge and spin) in kcal per mole
0.0, 3.0
(order as listed above)